No. 1
18
Properties=species:S:1:pos:R:3:forces:R:3 method="wB97M-V/def2-TZVPD" homo_ha=-0.312 total_energy_ha=-385.07715 total_charge=0 orbital_gap_ev=9.23 smiles="CC(=O)C/C(C)=C/O" e_lumo_ev=0.73
C -1.3016 -0.0410 1.4232 -0.15 0.02 -0.26
H -2.9082 0.6144 -1.9890 0.06 -0.02 0.05
C 2.1244 0.9290 0.1817 0.17 0.13 -0.28
H 0.5169 -2.0229 -0.5432 0.13 0.00 0.07
O -2.6116 0.5166 -1.0802 -0.01 0.00 0.02
H 1.3192 1.4824 0.6593 -0.08 0.05 0.12
H -0.9711 -0.3898 -2.0136 -0.01 0.01 -0.12
H -1.4502 -0.9393 2.0222 -0.01 -0.04 0.11
O 1.7756 -0.2449 -1.8670 0.05 -0.05 -0.22
C 1.5429 -0.1544 -0.6880 0.06 -0.08 0.43
H -2.2527 0.4705 1.3109 -0.08 0.05 0.16
H 2.7313 1.6064 -0.4130 0.00 0.02 -0.02
H 0.9293 -1.3042 1.0338 0.02 -0.03 0.04
H 2.7389 0.4820 0.9608 0.02 -0.04 0.11
C 0.5865 -1.0925 0.0228 -0.08 -0.08 -0.51
C -0.7590 -0.4012 0.0750 -0.29 0.12 0.07
H -0.6115 0.6091 1.9609 0.05 0.05 0.10
C -1.3991 -0.1201 -1.0566 0.15 -0.10 0.15

***

No. 2
19
Properties=species:S:1:pos:R:3:forces:R:3 method="wB97M-V/def2-TZVPD" homo_ha=-0.305 total_energy_ha=-783.21733 total_charge=0 orbital_gap_ev=8.91 e_lumo_ev=0.61
H 0.8145 -0.7311 1.8029 0.48 -1.07 -0.97
H -0.4021 0.7981 2.1237 0.15 1.21 -1.78
S -1.5928 -1.3517 0.2289 0.10 -0.27 0.42
H -0.5127 -1.0274 -2.1218 -2.19 0.34 -1.83
H -0.3845 2.4044 1.1865 -0.21 0.86 0.52
C -0.2091 0.8104 -0.1143 -4.05 -2.36 -0.19
H 2.1166 -0.8589 0.6566 1.62 0.29 -0.68
C -2.0765 0.3276 -0.0229 4.65 0.31 -0.05
O -3.0805 0.9166 0.0406 -1.36 0.59 -0.11
H 0.9989 -2.2039 0.7971 0.59 -2.41 0.66
O 0.1500 1.5407 -1.2481 1.56 -1.90 0.96
H 1.0726 1.4107 1.4365 0.86 0.58 0.11
H 0.7384 -2.1889 -1.7139 -0.52 0.81 0.26
C 0.1332 -0.7496 -0.2138 -1.64 2.30 1.54
C 0.3461 -1.1433 -1.5890 4.92 -0.52 -1.13
H -0.4296 2.2571 -1.2922 -1.38 2.03 -0.23
C 0.0201 1.4203 1.2378 -0.27 -1.46 0.81
C 1.1363 -1.1813 0.8156 -2.21 1.74 1.44
H 1.1611 -0.4498 -2.0099 -1.11 -1.07 0.26

***

No. 3
19
Properties=species:S:1:pos:R:3:forces:R:3 method="wB97M-V/def2-TZVPD" homo_ha=-0.303 total_energy_ha=-783.12610 total_charge=0 orbital_gap_ev=8.81 e_lumo_ev=0.57
C 1.1851 -1.3530 -0.1354 -1.53 -0.36 -0.30
H 2.6059 -0.7921 1.6970 0.40 0.20 0.21
H -2.5312 1.5247 -0.1800 0.57 -1.27 -0.51
H 2.5688 0.9198 1.5463 0.36 1.28 0.50
C -1.2885 0.5276 -1.6702 1.49 2.38 -1.32
C -1.7811 0.6546 -0.3011 -2.83 -0.42 0.98
H 3.7617 -0.1032 0.5246 -1.09 0.70 0.71
C 1.6455 -0.1640 0.0047 1.37 0.44 -0.39
O -0.9290 0.5188 1.8401 0.28 -0.43 1.33
S -2.6461 -0.9084 0.1639 -2.33 0.72 0.12
H -0.5556 -0.2494 -1.8460 0.01 -0.21 0.19
H -1.5476 -1.5516 0.1728 1.67 -1.38 -0.15
H 1.4684 0.3931 -0.8885 0.05 0.85 -0.29
C -0.8925 1.1413 0.7295 1.41 0.91 0.35
H -2.0230 0.5002 -2.4457 -0.82 -0.45 -0.15
H -0.8154 1.5191 -1.8362 0.37 -0.53 -0.27
C 2.7398 0.0389 0.9953 0.84 -1.68 -0.47
H -1.4777 -0.3306 1.8782 -0.07 0.75 -0.50
O 0.5126 -2.2857 -0.2493 -0.16 -1.52 -0.04

***

No. 4
20
Properties=species:S:1:pos:R:3:forces:R:3 method="wB97M-V/def2-TZVPD" homo_ha=-0.324 total_energy_ha=-1181.33629 total_charge=0 orbital_gap_ev=7.92 e_lumo_ev=-0.89
H -0.1465 -2.4065 -1.0128 2.21 -3.42 -1.53
S 1.2054 -1.9671 2.0456 0.34 0.57 -0.17
H 0.8825 0.9465 -2.0877 -0.70 -1.41 -0.63
C -0.0669 1.5644 0.7272 -2.28 -1.31 -0.12
H 0.3772 1.0813 2.7090 1.14 1.21 1.94
C -0.6523 -1.6288 -0.6663 -2.59 5.03 1.59
H -0.7661 0.2078 2.0934 -2.92 -2.29 0.82
C 0.3783 -0.0534 -2.3454 -2.22 3.77 3.20
S -1.5236 0.9871 -0.4541 1.86 -1.50 1.06
H -0.3509 2.5781 0.9391 -0.18 0.32 0.68
H 2.2090 0.0524 1.1017 -2.18 -0.98 0.93
C 0.1575 0.5353 1.8572 0.22 2.52 -2.35
H 0.8361 1.5571 0.2517 2.16 0.49 -2.17
O -1.4587 -1.8241 0.4321 -0.30 -0.31 -0.22
H 1.0639 -0.7790 -2.4345 2.46 -2.66 -0.54
C 1.2179 -0.4079 1.5823 2.61 -0.77 -0.38
C -0.5880 -0.3945 -1.2011 1.10 -1.00 0.79
H -0.2509 0.0609 -3.1628 -0.54 0.44 -2.02
O -1.6191 1.8993 -1.5832 -0.23 1.53 -0.87
H -0.9047 -2.0090 1.2086 0.04 -0.22 -0.01